No. 1
The following is a quantum chemistry calculation of 2 unconnected molecules or ions with the total composition C4H11N2O, from OMol25.

Geometry as XYZ:
```
18
Properties=species:S:1:pos:R:3:nbo_charge:R:1
C 1.199 2.119 0.927 -0.407
N 0.118 1.136 0.883 -0.644
C -0.664 0.918 1.981 0.288
N -1.549 -0.048 2.054 -0.791
H 0.891 3.100 0.521 0.161
H 1.601 2.252 1.938 0.160
H 2.010 1.762 0.275 0.217
H 0.310 0.362 0.139 0.463
H -0.442 1.586 2.840 0.100
H -1.983 -0.051 2.973 0.307
C -0.233 -0.890 -1.749 -0.027
O 0.798 -0.420 -0.966 -0.933
C -0.179 -2.420 -1.898 -0.631
H -0.192 -0.438 -2.788 0.085
H -1.242 -0.586 -1.323 0.110
H -0.976 -2.787 -2.580 0.163
H -0.258 -2.900 -0.920 0.194
H 0.790 -2.695 -2.307 0.185
```

Computed properties:
Frontier orbital gap (eV): 7.34
ΔE to the lowest compared entry with this formula, charge and spin (kJ/mol): 64.4
LUMO level (eV): 4.10
Highest occupied orbital energy (Eh): -0.11903
F_max (eV Å⁻¹): 1.93
Charge: -1

No. 2
The following is a quantum chemistry calculation of 2 unconnected molecules or ions with the total composition C4H11N2O, from OMol25.

Geometry as XYZ:
```
18
Properties=species:S:1:pos:R:3:nbo_charge:R:1
C -2.149 0.389 -1.576 -0.396
N -1.287 -0.175 -0.563 -0.693
C -1.856 -1.020 0.268 0.268
N -1.229 -1.655 1.235 -0.892
H -2.066 -0.143 -2.533 0.149
H -3.214 0.296 -1.295 0.141
H -1.948 1.450 -1.740 0.174
H 0.027 0.619 -0.086 0.505
H -2.964 -1.121 0.223 0.062
H -1.831 -2.362 1.638 0.300
C 1.976 0.276 -0.103 -0.061
O 0.899 1.151 -0.320 -0.805
C 2.672 0.589 1.216 -0.624
H 2.698 0.454 -0.911 0.128
H 1.640 -0.769 -0.127 0.173
H 3.650 0.085 1.289 0.173
H 2.102 0.280 2.094 0.205
H 2.881 1.656 1.291 0.191
```

Computed properties:
Frontier orbital gap (eV): 7.22
ΔE to the lowest compared entry with this formula, charge and spin (kJ/mol): 53.1
LUMO level (eV): 4.33
Highest occupied orbital energy (Eh): -0.10621
F_max (eV Å⁻¹): 1.47
Charge: -1